ORCA calculation (the ωB97M-V functional and the def2-TZVPD basis) on a cluster of 8 separate species, C20H41Cl8N3O6 in total in a non-equilibrium geometry.

The geometry in XYZ format:
```
78
C20H41Cl8N3O6 (the ωB97M-V functional and the def2-TZVPD basis)
O 0.060 1.237 6.383
C 0.376 1.771 5.374
O -0.477 2.144 4.394
C 0.256 2.611 3.272
C 1.687 2.802 3.818
O 1.658 2.091 5.051
H 0.207 1.902 2.447
H -0.147 3.544 2.873
H 1.878 3.854 4.019
H 2.363 2.356 3.094
C -2.493 -0.936 4.053
N -1.348 -1.767 4.348
C -0.092 -1.463 3.942
C 1.014 -2.342 4.490
O 0.138 -0.596 3.113
H -3.316 -1.499 3.609
H -2.203 -0.150 3.362
H -2.872 -0.464 4.962
H -1.513 -2.511 5.003
H 1.649 -2.640 3.659
H 0.614 -3.235 4.969
H 1.580 -1.740 5.199
C -0.503 -1.958 -2.924
N -0.088 -3.221 -3.485
C 1.167 -3.677 -3.751
C 2.324 -2.971 -3.097
O 1.325 -4.662 -4.457
H 0.225 -1.569 -2.224
H -1.444 -2.123 -2.388
H -0.777 -1.200 -3.665
H -0.773 -3.803 -3.948
H 2.045 -2.517 -2.149
H 2.736 -2.213 -3.766
H 3.108 -3.720 -2.996
C 2.464 -5.310 -0.026
N 1.036 -5.076 0.030
C 0.512 -3.847 0.219
C -0.993 -3.776 0.315
O 1.210 -2.846 0.321
H 2.657 -6.365 -0.194
H 2.902 -5.046 0.944
H 2.966 -4.692 -0.765
H 0.426 -5.872 0.043
H -1.171 -3.165 1.207
H -1.437 -4.749 0.531
H -1.493 -3.270 -0.503
Cl -6.253 0.204 1.274
C -6.845 1.190 -0.095
C -6.104 0.797 -1.331
Cl -6.721 1.773 -2.695
H -6.754 2.246 0.154
H -7.919 1.036 -0.192
H -6.239 -0.265 -1.520
H -5.042 1.004 -1.252
Cl 4.377 0.200 -3.534
C 3.859 1.875 -3.721
C 3.800 2.350 -5.157
Cl 2.694 1.381 -6.148
H 4.545 2.543 -3.192
H 2.909 2.045 -3.215
H 4.776 2.424 -5.626
H 3.391 3.362 -5.114
Cl 2.326 5.576 -3.040
C 1.575 6.687 -1.877
C 0.415 6.051 -1.167
Cl 0.970 4.782 -0.058
H 1.251 7.553 -2.451
H 2.298 7.040 -1.144
H -0.306 5.615 -1.859
H -0.188 6.797 -0.647
Cl -2.290 1.352 -1.298
C -1.098 1.536 0.009
C 0.031 0.535 -0.045
Cl 0.974 0.781 -1.538
H -1.624 1.371 0.951
H -0.679 2.536 -0.006
H -0.271 -0.501 0.061
H 0.699 0.806 0.770
```

Results
* net charge: 0
* HOMO energy: -0.333 Eh
* relative energy (zero: lowest compared OMol25 entry of this formula, charge and spin): 0.0 kcal per mole
* DFT total energy: -5083.982727 Ha
* SMILES: O=C1OCCO1.CNC(C)=O.CNC(C)=O.CNC(C)=O.ClCCCl.ClCCCl.ClCCCl.ClCCCl
* gap between HOMO and LUMO: 0.3456 Eh



ORCA calculation (the ωB97M-V functional and the def2-TZVPD basis) on a cluster of 2 separate species, C2H8OS2 in total in a non-equilibrium geometry.

The geometry in XYZ format:
```
13
C2H8OS2 (the ωB97M-V functional and the def2-TZVPD basis)
C 0.212 -1.528 -0.743
S -0.554 -0.538 -2.122
S -1.955 0.530 -1.241
C -1.644 2.215 -1.757
H 1.252 -1.682 -1.079
H -0.245 -2.513 -0.550
H 0.229 -0.956 0.200
H -0.661 2.686 -1.588
H -2.412 2.806 -1.230
H -1.864 2.236 -2.837
O 2.403 -0.811 4.571
H 2.479 -0.743 3.592
H 2.760 -1.702 4.785
```

Results
* net charge: 0
* HOMO energy: -0.301 Eh
* relative energy (zero: lowest compared OMol25 entry of this formula, charge and spin): 14.5 kcal per mole
* DFT total energy: -952.590402 Ha
* SMILES: CSSC.O
* gap between HOMO and LUMO: 0.3229 Eh



ORCA calculation (the ωB97M-V functional and the def2-TZVPD basis) on the ion C4H7NO2S with charge -2 in a non-equilibrium geometry.

The geometry in XYZ format:
```
15
C4H7NO2S (the ωB97M-V functional and the def2-TZVPD basis)
O 1.658 0.920 1.010
C 0.732 0.204 0.607
C 0.253 0.202 -0.848
C 0.606 1.483 -1.614
S 0.250 1.401 -3.404
N 0.135 -0.684 1.452
C -1.217 -1.421 1.273
O -1.590 -2.043 2.372
H 0.748 -0.665 -1.293
H -0.806 -0.050 -0.836
H 0.063 2.320 -1.163
H 1.618 1.710 -1.245
H 0.535 -0.641 2.369
H -1.060 -2.113 0.405
H -1.924 -0.624 0.914
```

Results
* net charge: -2
* HOMO energy: 0.005 Eh
* relative energy (zero: lowest compared OMol25 entry of this formula, charge and spin): 34.8 kcal per mole
* DFT total energy: -760.007475 Ha
* SMILES: O=C(CC[S-])NC[O-]
* gap between HOMO and LUMO: 0.2154 Eh



ORCA calculation (the ωB97M-V functional and the def2-TZVPD basis) on the ion C2H3N2O2 with charge -1 in a non-equilibrium geometry.

The geometry in XYZ format:
```
9
C2H3N2O2 (the ωB97M-V functional and the def2-TZVPD basis)
C 1.272 -0.096 -0.129
C 0.060 -0.096 0.666
N 1.468 0.346 -1.242
N -1.517 0.271 -1.063
O -2.464 0.982 -1.392
O -1.051 0.546 0.286
H 1.975 -0.990 0.336
H -0.096 -1.277 0.880
H 0.353 0.313 1.658
```

Results
* net charge: -1
* HOMO energy (alpha / beta): -0.061 / -0.061 Eh
* relative energy (zero: lowest compared OMol25 entry of this formula, charge and spin): 107.0 kcal per mole
* DFT total energy: -337.838949 Ha
* gap between HOMO and LUMO (alpha / beta): 0.2065 / 0.2064 Eh



ORCA calculation (the ωB97M-V functional and the def2-TZVPD basis) on a structure of composition C6H14N2 in a non-equilibrium geometry.

The geometry in XYZ format:
```
22
C6H14N2 (the ωB97M-V functional and the def2-TZVPD basis)
C 0.985 -1.064 -0.258
C -1.546 -0.870 -1.469
C 2.289 -0.407 -0.647
C 0.076 1.843 0.712
N -0.194 -0.372 -1.507
C -0.356 0.478 1.166
N -1.318 0.526 2.151
C 0.303 -0.711 0.954
H -0.161 0.510 -2.017
H 1.014 -2.146 -0.403
H -1.899 1.348 2.193
H -1.790 -0.339 2.365
H -0.044 -1.555 1.541
H -1.574 -1.830 -0.942
H -1.941 -1.048 -2.477
H -2.254 -0.217 -0.926
H 2.160 0.655 -0.833
H 2.659 -0.846 -1.572
H 3.043 -0.561 0.130
H 0.266 2.468 1.588
H -0.708 2.317 0.120
H 0.990 1.821 0.132
```

Results
* net charge: 0
* HOMO energy: -0.255 Eh
* relative energy (zero: lowest compared OMol25 entry of this formula, charge and spin): 67.7 kcal per mole
* DFT total energy: -346.419240 Ha
* gap between HOMO and LUMO: 0.2923 Eh



ORCA calculation (the ωB97M-V functional and the def2-TZVPD basis) on a cluster of 2 separate species, C2H3N2O2 in total in a non-equilibrium geometry.

The geometry in XYZ format:
```
9
C2H3N2O2 (the ωB97M-V functional and the def2-TZVPD basis)
C -1.464 -0.549 -0.268
C 1.582 -0.229 -0.289
N -1.835 -1.647 -0.119
N -1.016 0.625 -0.519
O -1.033 1.526 0.631
O 2.167 -0.874 0.567
H 1.483 0.863 -0.244
H -1.025 0.972 1.424
H 1.141 -0.686 -1.183
```

Results
* net charge: -1
* HOMO energy: -0.108 Eh
* relative energy (zero: lowest compared OMol25 entry of this formula, charge and spin): 45.0 kcal per mole
* DFT total energy: -337.937664 Ha
* gap between HOMO and LUMO: 0.2620 Eh



ORCA calculation (the ωB97M-V functional and the def2-TZVPD basis) on an isolated molecule of C24H31BrN4OS in a non-equilibrium geometry.

The geometry in XYZ format:
```
62
C24H31BrN4OS (the ωB97M-V functional and the def2-TZVPD basis)
C 4.344 -2.550 2.506
C 3.985 -1.946 1.045
C 2.596 -1.083 1.039
C 2.839 0.406 1.591
N 2.666 1.498 0.586
C 1.370 1.447 -0.113
C -0.036 1.536 0.655
N -0.001 1.679 2.127
C -0.532 0.481 2.854
C -0.577 2.942 2.598
C -0.878 4.221 1.639
O -0.829 3.074 3.833
C -1.415 1.479 -0.071
C -2.839 1.521 0.701
C -3.594 0.150 0.258
C -5.107 0.051 -0.062
C -5.772 -1.305 -0.524
C -4.963 -2.636 -0.690
C -5.583 -4.041 -1.119
C -3.419 -2.528 -0.362
C -2.755 -1.178 0.094
C -1.528 1.375 -1.662
N -2.699 1.352 -2.498
S -2.010 1.259 -4.068
N -0.338 1.252 -3.774
C -0.108 1.313 -2.343
C 1.328 1.348 -1.652
C 2.574 1.262 -2.646
Br 4.099 2.449 -2.191
C 2.987 -0.296 -2.879
C 4.546 -0.523 -3.188
H 4.585 -3.672 2.345
H 5.232 -1.969 2.938
H 3.398 -2.459 3.157
H 3.777 -2.848 0.356
H 4.861 -1.377 0.576
H 1.894 -1.642 1.753
H 2.196 -1.150 -0.028
H 3.950 0.450 1.925
H 2.225 0.521 2.551
H 2.651 2.378 1.149
H -1.553 0.687 3.322
H 0.224 0.228 3.696
H -0.638 -0.388 2.113
H -0.846 5.194 2.263
H -1.875 4.097 1.088
H 0.023 4.293 0.913
H -3.460 2.440 0.374
H -2.736 1.590 1.836
H -5.779 0.968 0.003
H -6.905 -1.348 -0.747
H -5.487 -4.741 -0.200
H -6.667 -3.999 -1.480
H -4.988 -4.570 -1.962
H -2.825 -3.504 -0.497
H -1.627 -1.218 0.277
H 2.186 1.622 -3.676
H 2.416 -0.645 -3.827
H 2.648 -0.991 -2.039
H 5.190 -0.502 -2.238
H 4.940 0.154 -4.026
H 4.640 -1.606 -3.598
```

Results
* net charge: 0
* HOMO energy: -0.309 Eh
* DFT total energy: -4199.165311 Ha
* SMILES: CCCCNc1c(N(C)C(C)=O)c(Cc2ccc(C)cc2)c2nsnc2c1[C@@H](Br)CC
* gap between HOMO and LUMO: 0.2609 Eh



ORCA calculation (the ωB97M-V functional and the def2-TZVPD basis) on an isolated molecule of C11H22N6O4 in a non-equilibrium geometry.

The geometry in XYZ format:
```
43
C11H22N6O4 (the ωB97M-V functional and the def2-TZVPD basis)
H 4.592 -0.873 1.431
N 3.606 -0.522 1.658
C 3.041 -0.455 0.467
N 3.524 -1.110 -0.744
N 1.696 0.076 0.177
C 1.647 1.010 -1.014
C 1.798 2.475 -0.663
C 0.605 2.836 0.410
C -0.756 2.427 -0.286
N -1.786 3.120 0.593
C -1.060 0.887 0.037
O -0.758 0.322 1.154
N -1.909 0.374 -0.901
C -2.821 -1.023 -0.846
C -1.959 -2.266 -0.175
C -0.578 -2.460 -0.840
C 0.684 -2.645 0.158
N 0.522 -1.934 1.435
O 1.737 -3.320 0.007
C -3.950 -0.857 0.205
O -5.141 -1.064 0.115
O -3.433 -0.463 1.454
H 4.262 -1.712 -0.519
H 2.760 -1.696 -1.159
H 1.440 0.642 1.089
H 2.541 0.659 -1.619
H 0.638 0.811 -1.414
H 1.746 3.289 -1.533
H 2.650 2.589 0.134
H 0.698 2.258 1.308
H 0.700 3.882 0.729
H -0.789 2.618 -1.362
H -1.588 3.179 1.616
H -2.751 2.528 0.551
H -1.892 0.875 -1.780
H -3.052 -1.359 -1.921
H -2.603 -3.042 -0.402
H -1.797 -2.206 0.938
H -0.594 -3.233 -1.624
H -0.324 -1.471 -1.355
H 1.378 -1.649 1.907
H -0.251 -1.183 1.219
H -2.470 -0.314 1.365
```

Results
* net charge: 0
* HOMO energy: -0.332 Eh
* relative energy (zero: lowest compared OMol25 entry of this formula, charge and spin): 130.4 kcal per mole
* DFT total energy: -1061.742485 Ha
* SMILES: [H]/N=C(\N)NCCC[C@H](N)C(=O)N[C@@H](CCC(N)=O)C(=O)O
* gap between HOMO and LUMO: 0.3355 Eh



Question: DFT total energy of number 5 (C6H14N2)?
Answer: -346.419240 Ha



Question: Which of these has the lowest net charge?
Answer: C4H7NO2S



Question: Which of these has the lowest net charge?
Answer: C4H7NO2S